(1)
# C4H9N3O2

C4H9N3O2 in the gas phase at a distorted geometry (ωB97M-V/def2-TZVPD, OMol25).

```
! RIJCOSX wB97M-V def2-TZVPD def2/J DEFGRID3
* xyz 0 3
O -0.737 -1.732 0.269
O -0.802 1.753 0.825
N -0.281 0.577 0.482
N 2.288 -0.606 -0.982
N -3.404 0.363 -0.476
C 1.022 0.201 1.104
C -2.720 -0.646 -0.689
C 2.242 0.427 0.096
C -1.171 -0.566 0.111
H -0.822 2.163 -0.052
H 3.096 0.259 0.706
H -4.417 0.258 -0.875
H 2.591 -1.506 -0.731
H 1.094 -0.826 1.424
H 1.360 -0.715 -1.480
H 2.403 1.387 -0.519
H 1.132 0.855 1.950
H -2.876 -1.646 -1.165
*
```

Gap between HOMO and LUMO (alpha / beta) (eV): 6.4810 / 6.0091
Relative energy (zero: lowest compared OMol25 entry of this formula, charge and spin) (kcal per mole): 58.23
HOMO energy (alpha / beta) (eV): -5.6 / -8.8
Energy (Eh): -472.27256

---

(2)
# C7H9N

C7H9N in the gas phase at a distorted geometry (ωB97M-V/def2-TZVPD, OMol25).

```
! RIJCOSX wB97M-V def2-TZVPD def2/J DEFGRID3
* xyz 0 1
N -2.108 -0.141 -0.183
C -0.179 0.849 0.160
C 0.050 -0.709 0.468
C 2.290 0.223 0.022
C 1.508 -1.093 -0.144
C 1.105 1.234 -0.295
C -1.620 1.148 0.214
C -1.279 -1.177 -0.246
H 1.242 -1.543 -1.125
H 2.757 0.244 1.024
H 1.273 2.299 -0.340
H -3.082 -0.425 -0.017
H -1.861 -2.165 -0.080
H 0.017 -0.544 1.563
H 2.011 -2.009 0.277
H 3.063 0.244 -0.678
H -1.921 2.032 -0.404
*
```

Gap between HOMO and LUMO (eV): 7.2273
Relative energy (zero: lowest compared OMol25 entry of this formula, charge and spin) (kcal per mole): 115.94
HOMO energy (eV): -7.1
Energy (Eh): -326.70621

---

(3)
# BrH15O7

8 unconnected molecules or ions with the total composition BrH15O7 at a distorted geometry (ωB97M-V/def2-TZVPD, OMol25).

```
! RIJCOSX wB97M-V def2-TZVPD def2/J DEFGRID3
* xyz 0 1
Br 51.257 42.297 36.734
O 53.162 40.063 38.292
O 54.454 42.560 35.517
O 50.322 45.381 36.682
O 48.759 41.527 39.307
O 48.277 42.826 35.133
O 53.079 44.384 39.110
O 49.503 39.797 35.450
H 49.258 41.441 38.565
H 53.660 39.509 37.740
H 53.669 42.378 35.955
H 49.000 39.417 36.128
H 53.108 45.093 39.770
H 50.187 40.219 35.587
H 52.527 40.556 37.773
H 48.816 42.541 36.021
H 47.419 43.285 35.479
H 52.196 43.857 39.025
H 50.607 44.738 37.263
H 48.056 42.138 39.074
H 47.934 41.959 34.661
H 54.528 43.519 35.577
H 49.855 45.768 37.409
*
```

Gap between HOMO and LUMO (eV): 7.5132
Relative energy (zero: lowest compared OMol25 entry of this formula, charge and spin) (kcal per mole): 37.51
HOMO energy (eV): -9.5
Energy (Eh): -3109.55194

---

(4)
# C5H9AuO5

A molecular structure, C5H9AuO5 at a distorted geometry (ωB97M-V/def2-TZVPD, OMol25).

```
! RIJCOSX wB97M-V def2-TZVPD def2/J DEFGRID3
* xyz 1 4
Au 0.566 -1.270 2.403
O -2.102 3.014 -0.227
O -1.329 -0.057 -0.142
O -1.950 3.511 -2.402
O -0.757 1.835 -1.498
O 0.367 -1.080 0.689
C -1.450 2.174 0.721
C 2.070 -2.787 0.245
C -0.674 1.129 -0.095
C -1.572 2.869 -1.452
C 1.101 -1.754 -0.305
H 1.663 -1.026 -0.918
H 2.822 -2.311 0.893
H 1.535 -3.559 0.821
H 0.403 -2.254 -1.002
H -0.778 2.773 1.346
H 0.415 1.190 0.026
H 2.603 -3.291 -0.573
H -0.707 -0.801 0.145
H -2.227 1.695 1.327
*
```

Gap between HOMO and LUMO (alpha / beta) (eV): 9.2447 / 4.0812
Relative energy (zero: lowest compared OMol25 entry of this formula, charge and spin) (kcal per mole): 24.49
HOMO energy (alpha / beta) (eV): -12.8 / -14.3
Energy (Eh): -707.19312

---

(5)
# C24H26N4S2SiTi

A molecular structure, C24H26N4S2SiTi at a distorted geometry (ωB97M-V/def2-TZVPD, OMol25).

```
! RIJCOSX wB97M-V def2-TZVPD def2/J DEFGRID3
* xyz 2 1
Ti 0.291 1.439 0.212
S -3.675 3.154 1.707
S 0.292 4.375 -3.327
Si 0.000 -0.792 -0.123
N -1.643 2.018 0.518
N -0.009 2.552 -1.499
N 2.048 2.401 -2.654
N -2.212 0.993 2.560
C -0.809 -2.351 2.223
C 1.246 3.468 0.777
C 1.519 -3.585 -3.568
C 1.720 -2.201 -3.585
C 0.461 3.043 1.874
C -1.175 3.357 -1.419
C -2.446 1.881 1.597
C 0.444 -3.358 -1.392
C -1.693 -3.285 2.824
C -2.862 -3.673 2.144
C 0.975 1.799 2.359
C 0.585 -1.952 -1.431
C 0.888 -4.147 -2.449
C -2.038 3.088 -0.329
C -3.147 -3.175 0.873
C -3.117 3.781 0.187
C 3.175 -2.442 1.500
C 2.272 2.497 0.537
C 1.264 -1.399 -2.540
C 0.851 2.965 -2.435
C -1.092 -1.832 0.929
C -1.142 4.378 -2.342
C 2.130 1.496 1.560
C -2.253 -2.270 0.285
H 3.101 2.604 -0.173
H 0.723 -5.224 -2.428
H -4.050 -3.478 0.338
H 2.236 -1.766 -4.447
H 2.868 -1.737 2.304
H -2.880 0.966 3.343
H 2.381 1.640 -2.079
H -1.580 0.229 2.408
H 0.104 -2.060 2.749
H -0.731 0.247 -0.934
H 2.869 0.683 1.769
H -3.557 -4.381 2.623
H 1.448 -0.322 -2.555
H -0.322 3.643 2.355
H 3.449 -1.898 0.570
H 0.648 1.274 3.272
H 1.160 4.435 0.275
H -2.449 -1.928 -0.728
H -1.470 -3.702 3.822
H 2.580 2.765 -3.438
H -0.020 -3.860 -0.533
H 2.138 -2.981 1.234
H 4.134 -2.938 1.785
H -1.951 5.112 -2.414
H -3.529 4.672 -0.289
H 1.850 -4.219 -4.403
*
```

Gap between HOMO and LUMO (eV): 6.7797
HOMO energy (eV): -14.1
Energy (Eh): -3083.97121

---

(6)
# C3H3NOS

2 unconnected molecules or ions with the total composition C3H3NOS at a distorted geometry (ωB97M-V/def2-TZVPD, OMol25).

```
! RIJCOSX wB97M-V def2-TZVPD def2/J DEFGRID3
* xyz 0 1
S -0.124 1.232 -0.005
O 0.383 -1.722 -0.093
N 3.558 0.045 0.105
C 2.409 0.066 0.002
C 1.048 0.082 -0.058
C -1.621 0.223 0.005
H -1.293 -0.781 -0.300
H -2.343 0.662 -0.674
H -2.016 0.192 1.016
*
```

Gap between HOMO and LUMO (alpha / beta) (eV): 7.3850 / 7.3958
Relative energy (zero: lowest compared OMol25 entry of this formula, charge and spin) (kcal per mole): 133.93
HOMO energy (alpha / beta) (eV): -9.7 / -9.7
Energy (Eh): -644.07350

---

(7)
# C5H6N3

A gas-phase ion, C5H6N3 (charge +1) at a distorted geometry (ωB97M-V/def2-TZVPD, OMol25).

```
! RIJCOSX wB97M-V def2-TZVPD def2/J DEFGRID3
* xyz 1 1
N 1.138 1.259 0.984
N -1.408 -0.494 -0.740
N 0.287 -0.774 1.881
C -0.713 -1.587 1.449
C 0.799 0.296 1.777
C -0.735 0.515 -0.905
C -1.349 -1.441 0.230
C 0.703 0.906 -0.502
H 1.844 1.987 1.074
H 1.080 1.736 -1.159
H -1.270 1.032 -1.741
H -0.678 -2.461 2.064
H -2.033 -2.308 0.015
H 1.466 0.104 -0.699
*
```

Gap between HOMO and LUMO (eV): 7.7843
Relative energy (zero: lowest compared OMol25 entry of this formula, charge and spin) (kcal per mole): 92.99
HOMO energy (eV): -13.7
Energy (Eh): -357.97893
Structure (SMILES): C1#[N+]/C=C\N=C/CN1

---

(8)
# C17H17AlCsF8MgN2O9PS

A molecular structure, C17H17AlCsF8MgN2O9PS at a distorted geometry (ωB97M-V/def2-TZVPD, OMol25).

```
! RIJCOSX wB97M-V def2-TZVPD def2/J DEFGRID3
* xyz 0 1
Cs -8.398 -3.786 3.457
S 0.081 -0.047 3.167
P -4.328 -0.493 -2.782
Al -5.683 -3.050 0.898
Mg 2.554 -2.462 -2.076
F -6.516 -3.286 -0.541
F -4.790 -1.629 0.823
F -6.854 -2.926 2.203
F 1.426 -1.506 1.460
F -4.689 -4.362 1.214
F 1.746 -2.037 3.947
F 1.571 -0.390 5.316
F -0.034 -1.829 5.122
O 7.610 2.972 3.691
O -1.886 -2.784 -2.845
O 3.739 -0.640 3.611
O 1.126 0.704 2.520
O -1.316 2.033 -0.839
O -0.783 0.770 3.984
O -0.666 -0.961 2.285
O -5.454 0.129 -3.523
O 1.834 -0.925 -4.090
N 0.209 -1.782 -2.713
N -0.372 -0.859 -0.489
C 6.722 2.144 3.675
C -1.229 -1.808 -2.921
C -2.767 0.289 -3.323
C -0.354 0.172 -3.738
C 0.896 -1.142 4.432
C 5.779 2.000 4.810
C 0.734 -0.819 -3.605
C -1.571 -0.397 -3.325
C -0.343 1.486 -4.144
C 4.621 0.183 3.629
C -2.733 1.628 -3.738
C -1.476 3.659 -4.544
C 6.540 1.238 2.514
C 4.805 1.093 4.790
C -1.534 2.208 -4.127
C 0.647 -1.384 -1.325
C 5.567 0.331 2.493
H -0.412 -1.345 0.411
H -1.872 1.436 -1.350
H -0.797 3.748 -5.389
H 7.240 1.360 1.697
H -0.152 0.107 -0.274
H -4.479 -0.425 -1.383
H -1.063 4.248 -3.726
H 1.402 -0.583 -1.460
H -3.648 2.201 -3.733
H 5.930 2.671 5.646
H -4.272 -1.839 -3.179
H -2.470 4.027 -4.774
H -1.670 2.022 0.058
H 4.105 0.973 5.606
H 0.587 1.946 -4.450
H 1.152 -2.206 -0.759
H 5.415 -0.339 1.656
*
```

Gap between HOMO and LUMO (eV): 3.0120
HOMO energy (eV): -7.4
Energy (Eh): -3445.85826